Record 1
Entry from the Open Molecules 2025 dataset: a molecular structure, C35H57AsBeNO3S2 (wB97M-V/def2-TZVPD).

Properties
DFT total energy   -127757.9663 eV
Energy relative to the best compared isomer or geometry (same formula, charge and spin)   0.00 kcal/mol
Frontier orbital gap (spin up / spin down)   0.172 / 0.172 hartree

Structure (ORCA input):
```
! wB97M-V def2-TZVPD RIJCOSX def2/J DEFGRID3
* xyz 1 1
Be -0.4838 -2.0002 -0.3231
C 3.2860 3.1576 1.5901
C 3.7259 2.5588 0.2336
C 3.5753 3.6499 -0.8698
C 5.1997 2.1903 0.2638
C 2.9016 1.3729 -0.1863
C 1.6505 1.1765 0.3447
C 0.9089 0.0751 -0.1107
N -0.2483 -0.3745 0.3748
C -1.4475 0.2587 0.1893
C -1.7589 1.6108 0.5387
C -2.9376 2.1411 0.0390
C -3.9320 1.1959 -0.4099
C -3.7211 -0.1901 -0.6705
C -2.4053 -0.6209 -0.4252
O -1.9260 -1.7547 -0.9051
C -4.7735 -1.0484 -1.3514
C -4.6258 -2.5580 -1.0720
C -4.7340 -0.9418 -2.8835
C -6.1702 -0.5496 -0.9547
C -3.1689 3.6605 0.0251
C -3.6562 4.0677 1.4382
C -4.2797 4.0786 -0.9217
C -1.8984 4.3650 -0.3870
C 1.4952 -0.7775 -1.1465
O 0.8297 -1.8835 -1.4394
C 2.6447 -0.4010 -1.8667
C 3.3865 0.5240 -1.2001
C 2.9667 -1.1313 -3.1475
C 3.7277 -2.4652 -2.8564
C 1.6722 -1.4724 -3.9581
C 3.9558 -0.3048 -4.0663
H 4.0332 3.8520 1.9927
H 2.3132 3.6750 1.4194
H 3.1443 2.4003 2.3152
H 4.0958 4.5552 -0.4882
H 4.0136 3.2716 -1.8214
H 2.5193 4.0050 -0.9983
H 5.7857 3.0397 0.5962
H 5.5129 1.2676 0.7410
H 5.6386 1.9267 -0.7355
H 1.2131 1.9461 1.0109
H -1.0270 2.1452 1.1874
H -4.9121 1.5670 -0.6091
H -3.8316 -3.0561 -1.6424
H -4.5688 -2.8002 -0.0185
H -5.5740 -3.0718 -1.3797
H -3.7508 -1.1688 -3.3107
H -5.5150 -1.5769 -3.2911
H -4.8585 0.1429 -3.2315
H -6.2867 -0.5684 0.1049
H -6.4515 0.4551 -1.3425
H -6.8981 -1.3081 -1.3392
H -4.5794 3.5395 1.6821
H -2.8180 3.9628 2.1898
H -3.8193 5.1913 1.3440
H -5.1987 3.4357 -0.7265
H -4.5134 5.1086 -0.7747
H -3.9913 3.8137 -1.9527
H -1.1416 4.4443 0.4367
H -1.3789 4.0470 -1.3053
H -2.1033 5.4276 -0.6285
H 4.3792 0.7648 -1.5581
H 3.0865 -3.2089 -2.4884
H 4.2346 -2.7175 -3.8456
H 4.5725 -2.3092 -2.1260
H 1.1901 -2.4290 -3.6764
H 0.8879 -0.6655 -3.9464
H 1.9729 -1.5535 -5.0409
H 4.9207 -0.1797 -3.5306
H 4.2046 -0.7848 -5.0019
H 3.5498 0.6679 -4.3628
C 0.3130 -5.2006 -1.6883
As 0.0429 -5.3255 0.2781
C 1.7346 -6.0206 0.9299
C -1.6018 -6.3335 0.9148
S -0.4169 -3.4379 1.3065
H 0.5416 -6.1979 -2.1028
H 1.1260 -4.4359 -1.7491
H -0.6538 -4.8263 -2.1119
H 1.9558 -5.5071 1.9195
H 2.4891 -5.7354 0.1563
H 1.6532 -7.1208 1.0394
H -1.5007 -6.4973 2.0211
H -1.6408 -7.2875 0.3519
H -2.4551 -5.7808 0.7057
O 0.2195 2.2157 3.2112
S -0.0183 0.9904 4.0922
C 0.4513 1.6668 5.7774
C 1.9040 1.3168 6.0666
C 2.5776 0.8946 4.7581
C 1.6289 -0.0237 4.0656
H -0.2391 1.2597 6.5527
H 0.2602 2.7443 5.7426
H 1.9119 0.5281 6.7756
H 2.3787 2.1988 6.5052
H 3.5327 0.3709 4.9871
H 2.7593 1.8670 4.2153
H 1.4574 -0.9956 4.5766
H 1.7794 -0.1909 2.9703
*
```

Mulliken atomic charge list, values in e, 4 entries:
1 Be 0.428
2 C -1.607
3 C 1.943
4 C -1.389



Record 2
Entry from the Open Molecules 2025 dataset: 3 unconnected molecules or ions with the total composition C35H57F4N7O4PS2 (wB97M-V/def2-TZVPD).

Properties
DFT total energy   -97660.5101 eV
Frontier orbital gap   0.321 hartree

Structure (ORCA input):
```
! wB97M-V def2-TZVPD RIJCOSX def2/J DEFGRID3
* xyz 1 1
C 6.3093 3.2090 0.9105
C 6.0825 1.8296 0.2943
C 4.9086 1.1390 0.9602
O 4.3494 0.2147 -0.0170
N 3.5436 -0.7095 0.5813
C 2.2998 -0.8204 0.1770
N 1.4521 -1.7391 0.6267
C 1.8239 -2.6835 1.6493
S 1.8494 -2.1397 3.3581
O 2.4693 -0.8419 3.3810
O 2.3232 -3.2487 4.1197
C 0.0945 -1.6726 -0.0113
C -0.7582 -2.8524 0.4312
S -0.1862 -4.3975 -0.3292
C -1.5829 -5.3994 0.2176
C -1.7189 -5.5519 1.7375
C -0.5559 -0.2576 0.1489
C -1.0800 -0.0633 1.6097
C -2.5576 -0.3223 1.9267
O -3.3398 0.5726 1.9640
N -2.8609 -1.6552 2.3592
C -4.2004 -2.0812 1.9267
C -2.7764 -1.6714 3.8301
P -2.1634 -0.3720 -0.8874
C -2.8492 1.3335 -0.9490
C -1.7465 -0.6956 -2.6506
C -3.0359 -1.1096 -3.3843
C 0.6005 0.8159 -0.2166
C 1.1909 1.5110 1.0564
C 0.4653 2.7294 1.6631
C 1.1292 4.0778 1.4086
F 2.4985 3.9786 1.6374
C 0.1466 1.8635 -1.2316
C 1.1867 2.7709 -1.8618
C 0.7063 3.6012 -3.0241
N 2.3659 2.8217 -1.4153
N 1.8044 0.0590 -0.7687
C 2.1441 -0.2551 -2.1221
F 2.4641 -1.5726 -2.2155
F 1.1079 -0.0251 -2.9374
F 3.1924 0.4279 -2.5929
H 6.4077 3.1472 1.9969
H 7.2192 3.6644 0.5191
H 5.4723 3.8752 0.6888
H 5.8640 1.9153 -0.7726
H 6.9782 1.2147 0.4027
H 5.2035 0.5689 1.8483
H 4.1327 1.8541 1.2458
H 3.9472 -1.2363 1.3464
H 2.8651 -3.0148 1.5205
H 1.2293 -3.5941 1.5826
H 0.5327 -1.9768 3.6387
H 0.2733 -1.8107 -1.0805
H -1.7831 -2.6759 0.1128
H -0.7903 -2.9519 1.5176
H -1.4264 -6.3697 -0.2571
H -2.4990 -4.9803 -0.2034
H -2.5068 -4.9079 2.1327
H -0.7846 -5.3073 2.2508
H -1.9664 -6.5805 2.0017
H -0.9068 0.9512 1.9484
H -0.5217 -0.7207 2.2833
H -4.4113 -3.0511 2.3812
H -4.9750 -1.3728 2.2385
H -4.2170 -2.1964 0.8439
H -1.8554 -1.1821 4.1628
H -3.6198 -1.1448 4.2917
H -2.7584 -2.7074 4.1716
H -2.6136 1.8403 -1.8867
H -3.9319 1.2539 -0.8436
H -2.5056 1.9393 -0.1125
H -1.0147 -1.5036 -2.7146
H -1.3274 0.1897 -3.1322
H -3.6991 -1.6960 -2.7428
H -3.5987 -0.2326 -3.7081
H -2.8009 -1.7128 -4.2611
H 1.2894 0.7584 1.8409
H 2.1959 1.8230 0.7949
H 0.4202 2.5981 2.7484
H -0.5792 2.8059 1.3434
H 0.7401 4.8202 2.1075
H 0.9847 4.4460 0.3945
H -0.5887 2.5047 -0.7407
H -0.4032 1.4018 -2.0501
H -0.3488 3.4760 -3.2676
H 0.9330 4.6487 -2.8200
H 1.2810 3.3171 -3.9102
H 2.9028 3.5203 -1.9375
N 3.1056 5.9937 -2.3502
C 2.5292 7.0560 -2.9101
C 2.9510 8.3586 -2.6947
C 4.0287 8.5726 -1.8505
C 4.6374 7.4769 -1.2600
C 4.1410 6.2137 -1.5410
H 1.6901 6.8557 -3.5685
H 2.4455 9.1818 -3.1801
H 4.3880 9.5747 -1.6572
H 5.4811 7.5945 -0.5941
H 4.5942 5.3349 -1.0939
N -5.0587 -5.3063 -0.2929
C -5.8211 -5.7839 0.6895
C -6.9242 -6.5964 0.4783
C -7.2571 -6.9327 -0.8240
C -6.4735 -6.4430 -1.8565
C -5.3901 -5.6382 -1.5397
H -5.5353 -5.5018 1.6974
H -7.5053 -6.9547 1.3167
H -8.1109 -7.5644 -1.0303
H -6.6941 -6.6777 -2.8886
H -4.7562 -5.2400 -2.3250
*
```

Mulliken atomic charge list, values in e, 4 entries:
1 C -1.103
2 C -0.370
3 C -0.034
4 O -0.251



Record 3
Entry from the Open Molecules 2025 dataset: a molecular structure, C35H57O3PPbSi2 (wB97M-V/def2-TZVPD).

Properties
DFT total energy   -73649.9317 eV
Energy relative to the best compared isomer or geometry (same formula, charge and spin)   0.00 kcal/mol
Frontier orbital gap (spin up / spin down)   0.221 / 0.221 hartree

Structure (ORCA input):
```
! wB97M-V def2-TZVPD RIJCOSX def2/J DEFGRID3
* xyz 0 1
O -1.7102 -1.5713 -2.5435
O 1.3071 1.2899 -3.9403
C -0.6901 -2.5436 -2.8990
C -0.9850 -3.8676 -2.2624
H 0.2877 -2.1312 -2.5539
H -0.7378 -2.6534 -3.9949
H -0.8444 -3.8518 -1.1853
H -0.3310 -4.6378 -2.6934
H -1.9913 -4.2133 -2.4795
C -2.4948 -1.0026 -3.6049
C -2.1038 -1.2428 -5.0652
H -2.5032 0.0636 -3.3820
H -3.5214 -1.3362 -3.4626
H -1.1342 -0.8165 -5.3695
H -2.8229 -0.6381 -5.6296
H -2.1688 -2.3178 -5.3306
C 0.4456 2.4168 -4.1188
C 2.1341 0.7108 -4.9502
C -0.6068 2.1628 -5.1606
H 1.0433 3.3187 -4.3372
H -0.0454 2.4880 -3.1322
H -0.1834 1.9496 -6.1318
H -1.3131 2.9679 -5.3282
H -1.2222 1.3290 -4.8414
C 1.8201 1.1147 -6.3749
H 2.0409 -0.3876 -4.8381
H 3.1863 0.9616 -4.6805
H 0.9378 0.5608 -6.7468
H 2.6190 0.7571 -7.0288
H 1.7187 2.2043 -6.5020
H 1.7240 0.4934 -2.7055
Pb -1.5050 -0.0308 -0.6127
C 2.1266 -0.2499 -2.0196
Si 3.4212 0.7244 -1.1122
H 1.2864 -0.5656 -1.4084
H 2.5352 -1.1410 -2.5578
C 4.9744 0.0755 -1.9121
C 3.4883 0.5618 0.7670
C 2.8852 2.5132 -1.3818
C -2.7015 -1.6062 0.2401
Si -4.2116 -0.5462 0.1825
H -2.2824 -1.7949 1.2367
H -2.7272 -2.5201 -0.3495
C -5.4000 -1.2378 -1.1210
C -3.9353 1.2732 -0.2462
C -4.8876 -0.6348 1.8921
H 2.2079 2.6461 -2.2363
H 3.7698 3.1308 -1.5697
H 2.3725 2.9291 -0.5015
H 4.9625 -1.0190 -1.8107
H 5.8989 0.4568 -1.4679
H 4.9733 0.3010 -2.9834
H 3.3552 -0.4662 1.1414
H 2.7554 1.2237 1.2684
H 4.5003 0.8936 1.0648
H -4.0386 1.4704 -1.3225
H -3.0514 1.8298 0.1230
H -4.7721 1.7898 0.2405
H -5.6497 0.1180 2.0501
H -4.0849 -0.4526 2.6023
H -5.3416 -1.6005 2.0981
H -6.4193 -0.8646 -0.9439
H -5.4490 -2.3335 -1.0374
H -5.1295 -0.9668 -2.1543
O -1.9132 0.5143 2.6950
C -0.9548 0.9266 2.0969
C 0.0245 1.9286 2.5298
C -0.2583 3.2375 2.1576
C 0.5764 4.2623 2.5598
C 1.7044 3.9541 3.3258
C 2.0041 2.6493 3.6883
C 1.1648 1.5922 3.3053
P 1.7664 -0.0911 3.6981
C 1.6360 -0.0463 5.5296
C 2.7212 -0.5318 6.2819
C 2.6958 -0.4692 7.6673
C 1.5916 0.0647 8.3330
C 0.5064 0.5363 7.5787
C 0.5184 0.5022 6.1744
C 0.6658 -1.4648 3.2221
C -0.4569 -1.8671 3.9416
C -1.2097 -2.9712 3.5694
C -0.8113 -3.7128 2.4584
C 0.3284 -3.3587 1.7159
C 1.0683 -2.2355 2.1069
H -1.1209 3.4506 1.5344
H 0.3519 5.2905 2.3157
H 2.3373 4.7667 3.6866
H 2.8839 2.4370 4.3056
H 3.5817 -0.9089 5.7460
H 3.5372 -0.8206 8.2526
H 1.5597 0.0982 9.4273
H -0.3583 0.9464 8.0827
H -0.3101 0.9389 5.6003
H -0.7115 -1.3145 4.8304
H -2.1003 -3.2474 4.1453
H -1.4073 -4.5775 2.1513
H 0.6247 -3.9711 0.8404
H 1.9827 -1.9925 1.5614
*
```

Mulliken atomic charge list, values in e, 4 entries:
1 O 0.063
2 O 0.037
3 C 0.466
4 C -1.389